Entry 1:
Formula: C37H38Cl2MnO2P2
Source: the OMol25 dataset
Level of theory: ωB97M-V/def2-TZVPD

Each line ends with the Mulliken charge.
Atoms and positions in Å:
Mn: -0.75 0.88 -3.02  0.279
Cl: -0.11 -0.62 6.17  -0.164
Cl: -0.90 -2.65 4.17  -0.148
P: -1.80 -0.81 1.57  0.353
P: 2.43 0.26 1.56  1.556
O: -3.09 -0.21 3.86  -0.660
O: -1.03 0.68 3.60  -0.596
C: 4.82 -3.03 1.57  -0.662
C: -3.90 3.06 0.65  -0.453
C: -2.73 -2.28 1.08  0.538
C: -1.51 -1.26 -4.48  -1.025
C: 3.50 3.27 -0.99  -0.726
C: -3.81 -2.55 1.96  -0.479
C: -1.38 -1.21 5.12  0.111
C: -1.55 1.73 -5.04  -0.891
C: -1.87 -0.12 4.09  0.223
C: 3.93 -0.77 1.44  0.413
C: -0.01 2.04 -4.92  -0.753
C: 0.99 -0.50 0.76  -0.039
C: 2.76 4.33 1.05  -0.739
C: -3.15 -4.47 0.11  -0.449
C: -4.49 1.88 0.17  -0.765
C: 6.31 -1.17 1.17  -0.644
C: 5.23 -0.28 1.23  -0.320
C: 2.01 0.43 3.29  -1.537
C: -1.82 1.88 1.02  -0.488
C: 0.64 -0.13 -3.61  0.212
C: 3.21 4.43 -0.26  -0.519
C: 0.00 -1.09 -4.62  -0.939
C: -4.03 -4.81 1.12  -0.507
C: 2.56 3.08 1.64  -0.367
C: 3.74 -2.15 1.63  -0.523
C: 3.30 2.02 -0.42  -0.378
C: -4.39 -3.81 2.02  -0.611
C: -2.49 -3.22 0.05  -0.581
C: 2.79 1.91 0.89  0.218
C: -0.03 -0.91 1.57  -0.091
C: -2.55 3.08 1.02  -0.697
C: -2.49 0.65 0.79  0.874
C: -3.77 0.67 0.21  -0.407
C: -2.31 1.10 -3.91  -0.316
C: 6.11 -2.54 1.35  -0.443
C: 0.80 1.30 -3.89  -0.623
C: -2.09 -0.29 -3.48  -0.318
H: 2.14 -0.53 3.80  0.472
H: 1.16 -0.61 -2.77  0.480
H: 0.49 -2.08 -4.47  0.408
H: -0.77 1.89 1.31  0.240
H: -5.54 1.88 -0.14  0.438
H: 2.66 1.18 3.76  0.531
H: -2.25 -1.50 5.71  0.435
H: 6.96 -3.23 1.32  0.367
H: 3.35 5.41 -0.72  0.400
H: 3.55 1.12 -0.98  0.498
H: 0.15 3.14 -4.84  0.436
H: -2.04 2.69 -5.31  0.358
H: 0.95 0.73 3.41  0.415
H: -5.11 -4.00 2.82  0.385
H: 4.65 -4.10 1.69  0.418
H: -1.98 -1.12 -5.46  0.274
H: 1.14 -0.81 -0.28  0.236
H: -4.23 -0.25 -0.12  0.396
H: -2.09 4.00 1.40  0.414
H: 0.36 -1.40 2.47  -0.223
H: 1.66 1.83 -3.48  0.306
H: -2.56 -0.69 -2.59  0.637
H: 0.29 -0.79 -5.63  0.234
H: -1.69 1.12 -5.95  0.243
H: -2.95 -5.21 -0.66  0.390
H: -4.52 3.95 0.81  0.349
H: 3.88 3.35 -2.00  0.420
H: 5.40 0.79 1.10  0.414
H: 2.55 5.23 1.63  0.412
H: -4.45 -5.81 1.22  0.383
H: -3.21 1.64 -3.60  0.469
H: 2.23 3.00 2.68  0.282
H: 2.73 -2.54 1.81  0.291
H: -4.14 -1.78 2.67  0.413
H: 7.31 -0.80 0.97  0.380
H: -1.74 -2.28 -4.16  0.334
H: -1.82 -3.01 -0.77  0.465
H: 0.41 1.80 -5.92  0.282

Computed properties:
Gap between HOMO and LUMO (alpha / beta)   6.03 / 5.15 eV
2S+1   6
Electronic energy   -4336.89102 Ha
M   702.501 g mol⁻¹

Entry 2:
Formula: C21H23N3O2
Source: the OMol25 dataset
Level of theory: ωB97M-V/def2-TZVPD

Each line ends with the natural charge from an NBO analysis.
Atoms and positions in Å:
O: 2.08 0.28 -0.98  -0.615
O: 3.25 -0.75 3.37  -0.641
N: 0.86 0.70 2.64  -0.241
N: 1.99 0.78 2.00  -0.405
N: 1.77 -1.87 -0.18  -0.648
C: -0.49 1.41 0.99  -0.264
C: -1.64 1.67 -3.40  -0.152
C: 4.15 0.00 1.39  -0.439
C: 3.11 0.20 2.39  0.596
C: -0.63 -1.78 0.96  -0.221
C: -2.46 -1.61 -0.54  -0.214
C: -1.82 1.47 0.48  -0.106
C: -0.35 1.03 2.28  0.227
C: -1.39 0.89 3.39  -0.600
C: -3.51 1.72 -1.20  -0.174
C: -0.43 -1.56 -1.41  -0.044
C: -2.99 2.02 -3.58  -0.191
C: 3.98 -0.83 0.07  -0.397
C: 2.57 -0.69 -0.41  0.727
C: -1.26 1.69 -1.84  -0.092
C: 0.41 -1.73 -0.30  0.200
C: -1.94 -2.01 0.64  -0.207
C: 0.51 -1.53 -2.67  -0.668
C: -4.05 1.62 -2.44  -0.212
C: -2.21 1.72 -0.76  -0.153
C: -1.70 -1.68 -1.54  -0.217
H: 4.50 -0.69 -0.59  0.176
H: -1.97 1.98 3.54  0.201
H: -0.23 1.62 -1.57  0.194
H: 1.01 -0.46 -2.94  0.229
H: 1.32 -2.35 -2.74  0.223
H: -2.01 0.28 3.01  0.199
H: -3.55 -1.81 -0.72  0.215
H: -2.49 1.56 1.22  0.190
H: 4.12 -1.97 0.34  0.201
H: 0.10 1.32 0.23  0.211
H: -5.18 1.84 -2.65  0.233
H: 2.05 1.22 1.01  0.387
H: 0.01 -1.51 -3.64  0.210
H: 4.12 1.07 0.80  0.183
H: 0.05 -1.96 1.63  0.197
H: -1.01 0.70 4.40  0.255
H: -4.15 1.59 -0.40  0.191
H: -3.31 1.68 -4.47  0.188
H: 1.92 -2.40 0.58  0.398
H: -0.91 1.75 -3.93  0.169
H: -2.07 -1.62 -2.58  0.220
H: -2.57 -2.29 1.62  0.218
H: 5.19 -0.18 1.73  0.262

Computed properties:
Gap between HOMO and LUMO   6.68 eV
2S+1   1
Electronic energy   -1128.21669 Ha
Structure (SMILES)   CC(/C=C/c1ccccc1)=N/NC(=O)CCC(=O)Nc1ccccc1C
M   349.434 g mol⁻¹

Entry 3:
Formula: C28H27N2O3
Source: the OMol25 dataset
Level of theory: ωB97M-V/def2-TZVPD

Each line ends with the natural charge from an NBO analysis.
Atoms and positions in Å:
O: -6.75 4.90 0.89  -0.453
O: 0.29 -2.16 -1.73  -0.440
O: 3.99 0.22 3.84  -0.496
N: -3.58 0.00 3.53  -0.409
N: -1.50 -0.44 3.80  -0.409
C: -4.82 0.67 3.27  -0.398
C: 4.86 -0.89 3.49  -0.256
C: -6.38 6.30 1.23  -0.069
C: -0.38 -0.99 -1.54  0.398
C: -3.33 4.72 -0.17  -0.077
C: -2.21 -1.58 4.19  -0.080
C: -2.34 0.54 3.29  0.093
C: -4.98 6.57 0.67  -0.462
C: -1.57 -0.89 -0.80  -0.272
C: 1.81 1.10 4.17  -0.250
C: 1.55 -0.31 -2.72  -0.478
C: 1.56 -1.81 -2.41  -0.067
C: 0.28 0.16 -2.07  -0.029
C: -4.55 5.23 0.18  -0.126
C: 0.69 -1.44 3.82  -0.158
C: -0.22 1.40 -1.79  -0.150
C: -5.67 4.35 0.29  0.498
C: 2.65 -0.02 3.92  0.307
C: -0.13 -0.31 3.93  0.101
C: 0.44 0.97 4.11  -0.192
C: -1.85 2.85 -0.64  0.090
C: -3.17 3.31 -0.42  -0.188
C: -2.04 0.37 -0.49  -0.120
C: -5.59 3.01 -0.12  -0.313
C: -4.36 2.52 -0.55  -0.086
C: 2.06 -1.31 3.73  -0.322
C: -1.38 1.55 -0.96  -0.095
C: -3.51 -1.29 4.03  -0.082
H: -7.15 6.95 0.82  0.211
H: -5.05 7.32 -0.13  0.240
H: 2.38 -2.09 -1.75  0.203
H: -6.40 6.40 2.32  0.205
H: 2.45 0.17 -2.33  0.242
H: -1.13 3.64 -0.83  0.214
H: 5.85 -0.44 3.51  0.209
H: -4.31 1.54 -0.99  0.234
H: -0.21 1.84 4.21  0.241
H: 0.25 -2.44 3.70  0.206
H: -4.32 6.98 1.43  0.243
H: -4.63 1.59 2.69  0.221
H: 2.68 -2.17 3.49  0.224
H: 2.32 2.04 4.37  0.231
H: 0.28 2.29 -2.21  0.228
H: 1.54 -0.15 -3.80  0.239
H: 4.62 -1.27 2.49  0.176
H: -2.91 0.50 0.13  0.235
H: -4.37 -1.89 4.21  0.224
H: -5.48 0.01 2.70  0.197
H: 1.63 -2.43 -3.30  0.209
H: -2.06 -1.80 -0.46  0.248
H: -1.72 -2.46 4.55  0.230
H: -2.47 5.39 -0.26  0.229
H: -6.48 2.39 -0.06  0.251
H: 4.79 -1.70 4.23  0.186
H: -5.37 0.95 4.18  0.211

Computed properties:
Gap between HOMO and LUMO   4.91 eV
2S+1   1
Electronic energy   -1418.08152 Ha
Net charge   +1
M   439.535 g mol⁻¹

Maximum force, record by record: 0.169 0.369 0.044 hartree/bohr